1.
{
  "formula": "C7H9O5S",
  "method": "ωB97M-V with the def2-TZVPD basis set",
  "elements": ["C", "C", "C", "C", "C", "C", "C", "O", "O", "O", "O", "O", "S", "H", "H", "H", "H", "H", "H", "H", "H", "H"],
  "positions_angstrom": [[1.206, -1.889, 0.911], [0.240, -2.545, 0.145], [1.672, -0.558, 0.773], [-0.465, -1.862, -0.874], [0.911, 0.488, 0.365], [-0.823, -0.520, -0.824], [0.839, 2.759, -0.206], [-1.685, -0.490, 1.731], [-1.703, 1.534, 0.384], [-3.235, -0.342, -0.118], [-1.000, 0.299, -1.894], [1.397, 1.477, -0.354], [-1.989, 0.059, 0.449], [1.851, -2.690, 1.353], [0.040, -3.641, 0.293], [2.767, -0.540, 0.711], [-0.537, -2.436, -1.738], [-0.056, 0.423, 0.709], [-0.271, 2.985, -0.059], [1.218, 3.420, -1.010], [1.259, 3.168, 0.744], [-1.635, 0.902, -1.491]],
  "mulliken_charge": [-0.478, -0.448, -0.786, -0.691, 0.284, 0.298, -0.612, -0.629, -0.697, -0.694, -0.537, -0.382, 1.019, 0.246, 0.333, 0.308, 0.477, 0.771, 0.235, 0.255, 0.301, 0.428],
  "total_charge": -1,
  "smiles": "CO/C=C/C=C\\C=C(\\O)S(=O)(=O)[O-]"
}



2.
{
  "formula": "C80H176N8O12",
  "method": "ωB97M-V with the def2-TZVPD basis set",
  "elements": ["C", "C", "C", "C", "C", "C", "N", "O", "C", "C", "C", "H", "H", "H", "H", "H", "H", "H", "H", "H", "H", "H", "H", "H", "H", "H", "H", "H", "H", "H", "C", "C", "C", "C", "C", "C", "N", "O", "C", "C", "C", "H", "H", "H", "H", "H", "H", "H", "H", "H", "H", "H", "H", "H", "H", "H", "H", "H", "H", "H", "C", "C", "C", "C", "C", "C", "N", "O", "C", "C", "C", "H", "H", "H", "H", "H", "H", "H", "H", "H", "H", "H", "H", "H", "H", "H", "H", "H", "H", "H", "C", "C", "C", "C", "C", "C", "N", "O", "C", "C", "C", "H", "H", "H", "H", "H", "H", "H", "H", "H", "H", "H", "H", "H", "H", "H", "H", "H", "H", "H", "C", "C", "C", "C", "C", "C", "N", "O", "C", "C", "C", "H", "H", "H", "H", "H", "H", "H", "H", "H", "H", "H", "H", "H", "H", "H", "H", "H", "H", "H", "C", "C", "C", "C", "C", "C", "N", "O", "C", "C", "C", "H", "H", "H", "H", "H", "H", "H", "H", "H", "H", "H", "H", "H", "H", "H", "H", "H", "H", "H", "C", "C", "C", "C", "C", "C", "N", "O", "C", "C", "C", "H", "H", "H", "H", "H", "H", "H", "H", "H", "H", "H", "H", "H", "H", "H", "H", "H", "H", "H", "C", "C", "C", "C", "C", "C", "N", "O", "C", "C", "C", "H", "H", "H", "H", "H", "H", "H", "H", "H", "H", "H", "H", "H", "H", "H", "H", "H", "H", "H", "C", "C", "O", "H", "H", "H", "H", "H", "H", "C", "C", "O", "H", "H", "H", "H", "H", "H", "C", "C", "O", "H", "H", "H", "H", "H", "H", "C", "C", "O", "H", "H", "H", "H", "H", "H"],
  "positions_angstrom": [[0.957, -3.107, -9.890], [1.679, -4.183, -8.982], [3.259, -4.168, -9.247], [4.015, -4.839, -8.074], [3.646, -4.117, -6.693], [2.173, -4.236, -6.345], [1.326, -3.762, -7.545], [-0.076, -3.675, -7.294], [1.800, -5.657, -5.914], [1.895, -3.302, -5.155], [1.214, -5.575, -9.279], [-0.125, -3.161, -9.775], [1.260, -3.132, -10.937], [1.214, -2.089, -9.598], [3.574, -4.573, -10.209], [3.498, -3.105, -9.271], [5.095, -4.707, -8.141], [3.694, -5.876, -7.979], [4.043, -3.110, -6.822], [4.174, -4.598, -5.870], [0.904, -5.687, -5.295], [1.621, -6.380, -6.710], [2.413, -6.153, -5.161], [0.857, -3.198, -4.838], [2.456, -3.693, -4.306], [2.103, -2.242, -5.300], [0.177, -5.813, -9.043], [1.743, -6.422, -8.842], [1.282, -5.674, -10.363], [-0.204, -2.724, -7.251], [2.509, 4.361, 2.984], [1.452, 5.466, 3.261], [1.457, 6.428, 2.046], [0.730, 5.928, 0.764], [-0.614, 5.223, 1.157], [-0.576, 4.178, 2.373], [0.138, 4.806, 3.495], [0.007, 4.071, 4.664], [-2.068, 4.075, 2.917], [-0.073, 2.749, 1.954], [1.802, 6.307, 4.468], [2.443, 3.479, 3.621], [3.541, 4.707, 3.035], [2.426, 4.076, 1.935], [1.194, 7.443, 2.344], [2.467, 6.464, 1.638], [1.259, 5.049, 0.396], [0.687, 6.488, -0.170], [-0.968, 4.733, 0.250], [-1.364, 5.997, 1.316], [-2.321, 3.327, 3.669], [-2.309, 5.083, 3.253], [-2.703, 3.804, 2.073], [0.865, 2.665, 1.405], [0.003, 2.216, 2.902], [-0.841, 2.169, 1.442], [2.352, 5.803, 5.262], [0.898, 6.763, 4.872], [2.565, 7.037, 4.195], [-0.703, 4.479, 5.165], [-2.407, 5.346, -4.540], [-3.305, 5.301, -3.268], [-3.129, 6.656, -2.619], [-4.216, 6.948, -1.528], [-5.596, 6.813, -2.058], [-5.853, 5.411, -2.717], [-4.726, 5.198, -3.654], [-4.982, 4.236, -4.679], [-5.937, 4.322, -1.608], [-7.203, 5.409, -3.405], [-2.758, 4.225, -2.317], [-2.470, 4.470, -5.186], [-1.365, 5.462, -4.244], [-2.630, 6.259, -5.092], [-2.209, 6.659, -2.035], [-3.086, 7.385, -3.429], [-4.054, 7.987, -1.241], [-4.137, 6.336, -0.630], [-5.689, 7.554, -2.852], [-6.393, 7.077, -1.363], [-5.672, 3.336, -1.992], [-5.363, 4.583, -0.719], [-6.991, 4.250, -1.341], [-7.476, 4.406, -3.734], [-7.917, 5.746, -2.654], [-7.361, 6.076, -4.252], [-2.995, 4.340, -1.260], [-1.670, 4.163, -2.359], [-3.128, 3.256, -2.653], [-4.959, 3.431, -4.158], [-0.698, -0.732, 8.811], [-1.138, 0.637, 8.266], [-0.300, 0.704, 6.894], [-0.999, -0.169, 5.694], [-2.342, 0.422, 5.534], [-3.281, 0.222, 6.754], [-2.607, 0.834, 8.025], [-3.327, 0.888, 9.123], [-4.417, 1.260, 6.399], [-3.868, -1.220, 6.898], [-0.541, 1.715, 9.260], [-0.736, -0.741, 9.900], [0.365, -0.903, 8.642], [-1.293, -1.506, 8.325], [-0.173, 1.736, 6.566], [0.680, 0.279, 7.110], [-0.909, -1.223, 5.957], [-0.381, 0.075, 4.831], [-2.792, -0.224, 4.779], [-2.274, 1.463, 5.221], [-5.139, 1.315, 7.214], [-4.080, 2.270, 6.168], [-4.987, 0.889, 5.547], [-4.114, -1.594, 7.892], [-4.787, -1.333, 6.323], [-3.151, -1.968, 6.558], [0.496, 1.410, 9.403], [-1.121, 1.709, 10.183], [-0.849, 2.715, 8.957], [-3.187, 1.793, 9.411], [0.061, 1.644, -8.115], [1.218, 1.308, -7.152], [1.665, 2.654, -6.563], [0.852, 3.276, -5.380], [0.723, 2.088, -4.380], [0.162, 0.694, -4.942], [0.875, 0.210, -6.169], [0.318, -0.914, -6.678], [0.266, -0.353, -3.790], [-1.365, 0.996, -5.131], [2.460, 0.816, -7.922], [-0.741, 1.913, -7.428], [-0.322, 0.798, -8.685], [-0.020, 2.403, -8.893], [2.602, 2.406, -6.066], [1.900, 3.357, -7.362], [-0.108, 3.605, -5.776], [1.386, 4.132, -4.968], [0.237, 2.445, -3.472], [1.744, 1.909, -4.043], [1.255, -0.741, -3.544], [-0.153, 0.153, -2.921], [-0.349, -1.219, -4.038], [-1.533, 1.964, -5.605], [-1.839, 0.227, -5.741], [-1.914, 1.017, -4.190], [2.938, 1.582, -8.532], [2.254, 0.066, -8.686], [3.194, 0.348, -7.266], [1.046, -1.538, -6.674], [-5.074, 0.811, -1.005], [-5.413, 0.623, 0.570], [-6.229, 1.925, 1.011], [-7.095, 1.722, 2.272], [-7.874, 0.441, 2.288], [-7.116, -0.894, 1.853], [-6.265, -0.609, 0.654], [-5.503, -1.689, 0.183], [-6.291, -1.445, 3.014], [-8.194, -1.931, 1.495], [-4.035, 0.603, 1.301], [-5.804, 1.337, -1.621], [-4.744, -0.119, -1.467], [-4.215, 1.474, -1.111], [-5.528, 2.711, 1.294], [-6.877, 2.327, 0.233], [-7.824, 2.529, 2.339], [-6.581, 1.790, 3.231], [-8.834, 0.600, 1.797], [-8.286, 0.334, 3.291], [-5.909, -2.380, 2.606], [-5.411, -0.815, 3.143], [-6.846, -1.628, 3.934], [-8.882, -1.564, 0.733], [-7.775, -2.926, 1.345], [-8.814, -2.055, 2.383], [-3.579, -0.313, 0.924], [-4.124, 0.550, 2.386], [-3.633, 1.567, 0.989], [-4.933, -1.874, 0.933], [6.544, -0.222, 0.804], [6.307, -0.627, -0.668], [7.663, -0.970, -1.391], [8.226, -2.401, -1.103], [7.199, -3.471, -1.531], [5.827, -3.252, -0.694], [5.401, -1.814, -0.925], [4.135, -1.571, -0.462], [4.850, -4.203, -1.372], [5.977, -3.679, 0.834], [5.660, 0.570, -1.354], [7.079, 0.713, 0.970], [7.116, -1.047, 1.230], [5.610, -0.082, 1.348], [7.705, -0.935, -2.479], [8.458, -0.353, -0.971], [8.626, -2.518, -0.095], [9.050, -2.592, -1.790], [7.555, -4.501, -1.538], [7.033, -3.334, -2.600], [3.923, -4.192, -0.799], [4.513, -3.898, -2.362], [4.984, -5.283, -1.310], [6.225, -4.712, 1.076], [6.814, -3.141, 1.278], [5.121, -3.394, 1.446], [5.291, 0.262, -2.333], [6.391, 1.349, -1.568], [4.876, 1.034, -0.755], [4.201, -1.617, 0.494], [4.235, 0.671, 6.848], [4.835, 0.014, 5.567], [6.299, -0.283, 5.758], [6.508, -1.599, 6.447], [5.905, -2.792, 5.828], [4.354, -2.646, 5.640], [4.188, -1.196, 5.094], [2.896, -1.022, 4.760], [3.966, -3.752, 4.460], [3.546, -3.068, 6.909], [4.617, 1.114, 4.399], [3.220, 1.051, 6.730], [4.867, 1.393, 7.365], [4.072, -0.083, 7.618], [6.808, -0.209, 4.797], [6.881, 0.397, 6.381], [6.264, -1.440, 7.497], [7.596, -1.623, 6.374], [6.026, -3.660, 6.475], [6.400, -3.018, 4.883], [2.879, -3.826, 4.450], [4.129, -3.308, 3.478], [4.386, -4.756, 4.399], [4.005, -2.392, 7.630], [2.473, -3.038, 6.720], [3.733, -4.117, 7.141], [4.956, 0.759, 3.426], [5.256, 1.970, 4.615], [3.653, 1.623, 4.386], [2.889, -1.243, 3.826], [0.128, -1.295, -0.102], [0.325, 0.322, -0.016], [1.463, 0.650, -0.713], [-0.339, -1.658, 0.813], [1.112, -1.764, -0.130], [-0.532, -1.468, -0.952], [0.548, 0.568, 1.022], [-0.441, 0.982, -0.423], [1.644, -0.219, -1.079], [-4.558, -2.182, -3.564], [-3.136, -2.509, -2.967], [-3.460, -3.582, -2.119], [-4.419, -1.253, -4.117], [-5.352, -2.101, -2.822], [-4.879, -2.953, -4.265], [-2.759, -1.744, -2.288], [-2.384, -2.862, -3.672], [-3.736, -4.295, -2.701], [-3.191, -5.207, 2.338], [-2.395, -4.660, 1.115], [-2.959, -3.430, 0.650], [-2.515, -5.928, 2.797], [-4.166, -5.623, 2.082], [-3.188, -4.573, 3.225], [-2.441, -5.417, 0.332], [-1.341, -4.550, 1.369], [-3.367, -3.470, -0.218], [2.364, -6.134, 1.309], [1.347, -6.776, 2.248], [1.982, -7.026, 3.515], [2.941, -6.792, 0.660], [3.038, -5.533, 1.919], [1.850, -5.396, 0.692], [1.119, -7.781, 1.892], [0.516, -6.071, 2.251], [1.559, -6.435, 4.142]],
  "mulliken_charge": [-1.371, 1.051, -1.045, -0.795, -1.192, 2.192, 0.966, -0.555, -1.699, -2.895, -1.844, 0.422, 0.407, -0.012, 0.414, 0.350, 0.456, 0.309, 0.330, 0.419, 0.388, 0.252, 0.399, 0.534, 0.517, 0.572, 0.296, 0.347, 0.492, 0.512, -2.085, 2.224, -1.442, -1.004, -1.066, 2.456, 0.044, -0.164, -1.695, -1.194, -2.049, 0.313, 0.549, 0.262, 0.419, 0.478, 0.220, 0.566, -0.064, 0.524, -0.195, 0.718, 0.108, 0.198, 0.173, 0.128, 0.353, 0.441, 0.459, 0.310, -1.872, 1.638, -1.196, -0.411, -1.423, 1.685, 0.235, -0.505, -1.051, -2.139, -0.723, 0.204, 0.430, 0.571, 0.102, 0.549, 0.495, 0.094, 0.409, 0.378, -0.291, 0.223, 0.706, 0.308, 0.457, 0.487, -0.223, 0.621, -0.115, 0.381, -1.793, 1.497, -0.911, -1.023, -0.203, 1.440, 0.550, -0.495, -1.601, -1.587, -1.911, 0.403, 0.358, 0.333, 0.060, 0.436, 0.353, 0.314, 0.198, -0.198, 0.475, 0.418, 0.097, 0.323, 0.357, 0.352, 0.360, 0.545, 0.381, 0.365, -1.643, 1.899, -1.734, -0.417, -1.172, 1.383, 0.554, -0.055, -0.840, -1.198, -1.919, 0.309, 0.250, 0.382, 0.478, 0.494, 0.110, 0.475, 0.168, 0.457, 0.396, -0.134, -0.006, -0.062, 0.331, 0.205, 0.420, 0.194, 0.422, 0.061, -0.970, 1.639, -0.281, -0.817, -1.525, 2.284, 0.004, -0.288, -1.898, -2.147, -1.366, 0.431, -0.206, -0.002, -0.105, 0.431, 0.452, 0.159, 0.451, 0.465, 0.559, 0.211, 0.454, 0.450, 0.330, 0.438, 0.277, 0.052, 0.192, 0.340, -1.962, 2.281, -1.189, -0.628, -1.350, 2.093, -0.227, 0.394, -2.252, -1.815, -2.277, 0.431, 0.378, 0.194, 0.360, 0.303, 0.318, 0.436, 0.450, 0.376, 0.222, 0.520, 0.460, 0.429, 0.295, 0.218, 0.511, 0.440, 0.334, -0.025, -1.722, 1.587, -0.934, -0.735, -0.905, 1.316, 0.335, 0.118, -1.438, -1.608, -1.449, 0.245, 0.362, 0.377, 0.379, 0.355, 0.263, 0.415, 0.426, 0.344, 0.232, -0.092, 0.418, 0.447, 0.323, 0.376, -0.201, 0.530, 0.363, 0.098, -1.133, 0.663, -0.249, 0.440, 0.570, -0.036, 0.125, -0.125, -0.140, -1.374, 0.530, -0.502, 0.265, 0.305, 0.515, -0.228, 0.278, 0.224, -1.216, -0.020, -0.324, 0.419, 0.288, 0.279, 0.344, 0.008, 0.151, -0.622, 0.240, -0.546, 0.307, 0.062, 0.236, 0.286, -0.205, 0.306],
  "smiles": "CC1(C)CCCC(C)(C)N1O.CC1(C)CCCC(C)(C)N1O.CC1(C)CCCC(C)(C)N1O.CC1(C)CCCC(C)(C)N1O.CC1(C)CCCC(C)(C)N1O.CC1(C)CCCC(C)(C)N1O.CC1(C)CCCC(C)(C)N1O.CC1(C)CCCC(C)(C)N1O.CCO.CCO.CCO.CCO"
}



Sequential energy output: -28475.273, -122286.542 eV